Below is a cluster of 9 separate species, C23H68N4O9 in total at a distorted geometry, with properties calculated with wB97M-V/def2-TZVPD.

Each line ends with the Löwdin charge.
Positions of all 104 atoms, in Å:
C (-2.56239, -3.75104, 0.68759)  -0.110
O (-2.99247, -2.92762, 1.73473)  -0.191
C (-3.73249, -1.76498, 1.39141)  -0.207
C (-4.13083, -0.93502, 2.63375)  -0.414
C (-5.09652, -1.69809, 3.57172)  -0.064
N (-4.82209, 0.32818, 2.26832)  0.016
H (-1.67614, -3.35845, 0.17435)  0.050
H (-3.32970, -3.93852, -0.05924)  0.088
H (-2.25999, -4.73588, 1.13150)  0.107
H (-3.10747, -1.18954, 0.73629)  0.094
H (-4.60599, -1.97485, 0.77028)  0.124
H (-3.13022, -0.64690, 3.01948)  0.140
H (-4.61071, -2.57982, 3.98827)  0.070
H (-6.04543, -1.99508, 3.03306)  0.101
H (-5.31532, -0.98729, 4.36937)  0.069
H (-4.68985, 1.01654, 3.02155)  0.073
H (-5.81193, 0.09194, 2.34113)  0.057
C (4.66301, -0.99798, -1.43939)  -0.110
O (3.41556, -0.58900, -0.96503)  -0.239
C (3.34687, 0.75993, -0.62357)  -0.229
C (3.30760, 1.68707, -1.88544)  -0.403
C (3.48037, 3.14355, -1.50266)  -0.078
N (2.00753, 1.59496, -2.63399)  0.055
H (5.48468, -0.46861, -0.92444)  0.107
H (4.76705, -0.98717, -2.53114)  0.091
H (4.72479, -2.07269, -1.25569)  0.088
H (2.38519, 0.81693, -0.00716)  0.128
H (4.12725, 1.13336, 0.02642)  0.106
H (4.16051, 1.32313, -2.49722)  0.135
H (4.44880, 3.31919, -0.98051)  0.082
H (2.66174, 3.60202, -0.89857)  0.092
H (3.59225, 3.64478, -2.45033)  0.065
H (1.28761, 1.56489, -1.89312)  0.051
H (1.96251, 0.66593, -3.07351)  0.059
C (-2.51141, 1.08745, -2.61281)  -0.099
O (-3.19282, 1.40035, -3.82848)  -0.215
C (-3.61149, 2.75162, -3.79379)  -0.201
C (-4.13420, 3.06673, -5.18870)  -0.473
C (-4.66733, 4.45379, -5.32710)  -0.075
N (-5.15289, 2.18494, -5.66826)  0.050
H (-2.07330, 0.07865, -2.68709)  0.075
H (-3.21038, 1.05741, -1.75263)  0.092
H (-1.74039, 1.88197, -2.36911)  0.107
H (-4.41433, 2.87209, -3.05035)  0.134
H (-2.84082, 3.41591, -3.47156)  0.115
H (-3.26999, 3.03920, -5.85076)  0.143
H (-5.48643, 4.68386, -4.66455)  0.079
H (-4.87654, 4.63154, -6.35927)  0.075
H (-3.85496, 5.14728, -5.10892)  0.083
H (-6.08769, 2.41095, -5.30737)  0.087
H (-4.97984, 1.21235, -5.49154)  0.063
C (5.64675, 1.18635, 5.52975)  -0.078
O (5.55392, 0.33678, 4.36548)  -0.207
C (4.85308, -0.89608, 4.44945)  -0.198
C (4.79362, -1.44356, 3.04940)  -0.422
C (3.78605, -0.77993, 2.19816)  -0.059
N (4.35313, -2.83837, 3.14649)  0.042
H (4.64996, 1.50193, 5.81797)  0.079
H (6.13795, 2.09699, 5.19090)  0.085
H (6.17056, 0.71695, 6.35124)  0.080
H (5.49251, -1.54005, 5.07503)  0.127
H (3.88506, -0.77036, 4.98067)  0.141
H (5.75714, -1.33243, 2.56195)  0.142
H (3.83056, 0.30289, 2.17277)  0.090
H (2.77665, -1.11258, 2.52438)  0.086
H (3.87721, -1.15249, 1.20744)  0.053
H (4.38217, -3.32843, 2.26486)  0.093
H (4.81559, -3.37651, 3.82349)  0.066
C (-0.65379, -3.33210, -2.35683)  -0.092
C (0.43742, -2.72502, -1.53542)  -0.326
O (0.79227, -1.44752, -2.08271)  -0.085
H (-0.86061, -4.28686, -1.84184)  0.083
H (-0.20430, -3.56361, -3.30101)  0.071
H (-1.50619, -2.62665, -2.35689)  0.086
H (1.29456, -3.42399, -1.54646)  0.125
H (0.10006, -2.58195, -0.54123)  0.065
H (1.66141, -1.17109, -1.81077)  0.027
C (0.26932, -0.21051, 1.39491)  -0.070
C (-0.63386, 0.59776, 0.45305)  -0.316
O (-0.00806, 1.77219, -0.00218)  -0.096
H (-0.36172, -1.02899, 1.90270)  0.101
H (0.65037, 0.39585, 2.22298)  0.078
H (1.08357, -0.74988, 0.93542)  0.040
H (-1.56686, 0.90453, 0.92404)  0.096
H (-0.98324, -0.00407, -0.40213)  0.095
H (0.17798, 2.27589, 0.79524)  0.047
C (-0.84269, -0.24909, -5.29319)  -0.163
O (-1.99184, -0.07068, -6.10697)  -0.117
H (-0.64944, 0.62427, -4.67620)  0.065
H (-0.93240, -1.04468, -4.54514)  0.054
H (0.02391, -0.49226, -5.92345)  0.086
H (-2.66479, 0.40231, -5.61551)  0.031
C (-1.47224, 3.98356, 2.13422)  -0.129
O (-0.05109, 4.05176, 1.99510)  -0.164
H (-1.82700, 3.91146, 1.10363)  0.091
H (-1.61858, 3.11999, 2.76154)  0.073
H (-1.75078, 4.91604, 2.61062)  0.077
H (0.34660, 4.18409, 2.88730)  0.101
C (0.88475, -3.90858, 4.43954)  -0.174
O (1.73863, -2.77979, 4.55931)  -0.180
H (-0.07242, -3.61998, 4.95880)  0.090
H (0.75751, -4.16330, 3.37836)  0.070
H (1.29733, -4.78136, 4.97746)  0.069
H (2.57534, -2.91874, 4.04836)  0.027

Results
- HOMO-LUMO gap (eV) = 9.30
- HOMO energy (eV) = -8.9

Below is a structure of composition C23H70AlFO28P7 at a distorted geometry, with properties calculated with wB97M-V/def2-TZVPD.

Each line ends with the Löwdin charge.
Positions of all 130 atoms, in Å:
F (4.21486, -3.33832, -5.33224)  -0.131
C (3.92300, -3.74799, -6.65378)  -0.323
C (5.23443, -3.86916, -7.42396)  -0.340
Al (5.64504, -2.06101, -8.28566)  0.119
H (3.36561, -4.68952, -6.63768)  0.078
H (3.28202, -2.96991, -7.07645)  0.076
H (5.18210, -4.68749, -8.14209)  0.029
H (6.01055, -4.02422, -6.67030)  0.027
H (4.69633, -1.81706, -9.59407)  -0.164
H (5.23975, -0.95415, -7.15025)  -0.141
H (7.23891, -1.92286, -8.62127)  -0.171
C (5.69008, -3.00314, -3.05532)  -0.078
O (6.49481, -2.45865, -1.96843)  -0.230
P (5.78640, -1.53090, -0.82516)  0.598
O (5.57765, -0.27923, -1.60040)  -0.239
O (7.23313, -1.56520, -0.03232)  -0.280
C (7.90429, -2.78818, 0.24595)  -0.123
O (5.00007, -1.05943, 0.54355)  -0.286
C (5.40634, 0.27780, 0.95194)  -0.102
H (6.32152, -3.67953, -3.62166)  0.091
H (4.84302, -3.56019, -2.65968)  0.074
H (5.34155, -2.20709, -3.70538)  0.081
H (8.69845, -2.94643, -0.48420)  0.086
H (7.23298, -3.64738, 0.22154)  0.079
H (8.34208, -2.71274, 1.24116)  0.083
H (4.87395, 1.01915, 0.36521)  0.060
H (6.47651, 0.42879, 0.84864)  0.083
H (5.13526, 0.37982, 2.00230)  0.090
C (-2.20292, 2.19475, -1.06836)  -0.089
O (-1.09267, 3.11085, -1.06669)  -0.230
P (0.42075, 2.50440, -1.15809)  0.504
O (0.54525, 1.88615, 0.18723)  -0.244
O (1.05749, 3.98617, -1.28283)  -0.239
C (0.52756, 4.94501, -2.19847)  -0.097
O (1.55559, 1.75093, -1.99206)  -0.240
C (2.85316, 1.67425, -1.36555)  -0.091
H (-3.11024, 2.79170, -1.11753)  0.091
H (-2.17379, 1.52955, -1.93160)  0.073
H (-2.19932, 1.60838, -0.14875)  0.083
H (-0.12017, 5.64105, -1.66557)  0.071
H (-0.04511, 4.47656, -2.99854)  0.086
H (1.35633, 5.49607, -2.63821)  0.091
H (2.88384, 0.84476, -0.66517)  0.076
H (3.09643, 2.60587, -0.85793)  0.087
H (3.58920, 1.49691, -2.14504)  0.092
C (-1.30440, -2.29827, 2.86264)  -0.075
O (-1.30252, -0.90547, 3.23262)  -0.214
P (-0.75148, -0.50055, 4.68477)  0.434
O (-1.76646, -0.98581, 5.64306)  -0.252
O (-0.84432, 1.08015, 4.41978)  -0.244
C (-0.43793, 1.65503, 3.16285)  -0.095
O (0.64314, -0.49705, 5.46770)  -0.237
C (0.61793, 0.11670, 6.76331)  -0.095
H (-1.60019, -2.35114, 1.81871)  0.075
H (-0.31488, -2.74022, 2.96921)  0.091
H (-2.02307, -2.84240, 3.47440)  0.088
H (-1.31872, 1.85386, 2.55625)  0.080
H (0.23088, 1.00503, 2.60529)  0.068
H (0.07271, 2.59234, 3.36856)  0.091
H (0.24072, -0.59074, 7.49842)  0.087
H (0.00767, 1.01755, 6.76249)  0.084
H (1.64753, 0.37739, 6.99728)  0.090
C (-3.09761, 9.73869, -3.82392)  -0.072
O (-3.66693, 9.84071, -2.50046)  -0.218
P (-3.37330, 8.66835, -1.46734)  0.380
O (-4.07533, 7.44286, -1.85510)  -0.224
O (-4.09555, 9.38076, -0.20939)  -0.236
C (-4.03714, 10.78910, 0.00186)  -0.107
O (-1.97720, 8.34680, -0.79064)  -0.226
C (-2.00157, 7.34046, 0.23506)  -0.083
H (-3.30886, 10.67274, -4.33589)  0.087
H (-2.01869, 9.59497, -3.78062)  0.089
H (-3.56091, 8.91341, -4.36240)  0.091
H (-4.96359, 11.24805, -0.34254)  0.087
H (-3.19883, 11.25066, -0.51891)  0.081
H (-3.92731, 10.96272, 1.07096)  0.087
H (-1.97213, 6.35112, -0.21642)  0.078
H (-2.87912, 7.43362, 0.87089)  0.089
H (-1.11089, 7.48066, 0.84222)  0.094
C (-1.95312, -1.69728, -1.71750)  -0.061
O (-2.96248, -1.19761, -2.62327)  -0.221
P (-4.21479, -2.12074, -2.94454)  0.385
O (-3.83018, -3.27342, -3.75897)  -0.217
O (-5.00054, -1.01524, -3.82579)  -0.235
C (-4.97003, 0.37288, -3.50462)  -0.106
O (-5.38822, -2.49174, -1.93970)  -0.229
C (-6.49520, -3.19845, -2.52208)  -0.089
H (-1.25496, -0.88577, -1.53066)  0.080
H (-2.39931, -2.00296, -0.77127)  0.081
H (-1.42106, -2.53510, -2.16458)  0.095
H (-4.25165, 0.88035, -4.14854)  0.090
H (-4.70041, 0.55050, -2.46340)  0.073
H (-5.96268, 0.78130, -3.68596)  0.088
H (-6.25857, -4.25744, -2.59229)  0.090
H (-6.74005, -2.80379, -3.50559)  0.087
H (-7.33878, -3.05358, -1.85182)  0.089
C (-4.04879, 1.40406, 7.46805)  -0.052
O (-3.38248, 1.90286, 8.65607)  -0.215
P (-4.25060, 2.61196, 9.77155)  0.379
O (-4.74177, 3.91768, 9.32488)  -0.227
O (-3.03988, 2.78090, 10.83415)  -0.240
C (-2.02230, 1.79361, 10.97884)  -0.109
O (-5.30198, 1.90368, 10.73103)  -0.229
C (-5.83250, 2.72920, 11.77797)  -0.093
H (-3.31033, 0.85056, 6.89261)  0.073
H (-4.86405, 0.73286, 7.73477)  0.090
H (-4.42924, 2.23466, 6.87611)  0.091
H (-1.12907, 2.10910, 10.43980)  0.086
H (-2.33449, 0.81971, 10.60365)  0.082
H (-1.78854, 1.70608, 12.03894)  0.085
H (-6.64330, 3.34081, 11.38897)  0.089
H (-5.06038, 3.36247, 12.20938)  0.086
H (-6.21492, 2.05333, 12.53904)  0.088
C (0.66860, -10.36442, -4.65605)  -0.080
O (1.79459, -9.96919, -3.84724)  -0.223
P (2.42923, -8.52975, -4.11263)  0.381
O (3.12268, -8.49829, -5.39931)  -0.215
O (3.48124, -8.60346, -2.88081)  -0.236
C (3.15518, -9.22517, -1.64443)  -0.117
O (1.75247, -7.14733, -3.76370)  -0.224
C (2.57265, -5.96887, -3.92361)  -0.069
H (0.30473, -11.30863, -4.26048)  0.085
H (-0.13305, -9.62801, -4.60712)  0.089
H (0.98495, -10.49874, -5.68962)  0.090
H (3.58596, -10.22640, -1.61275)  0.085
H (2.07893, -9.29959, -1.48872)  0.080
H (3.58607, -8.62583, -0.84326)  0.085
H (2.57149, -5.64930, -4.95982)  0.068
H (3.59104, -6.14478, -3.58498)  0.089
H (2.12618, -5.18900, -3.31217)  0.092

Results
- HOMO-LUMO gap (eV) = 5.14
- charge = -1
- HOMO energy (eV) = -4.8

Q: Among the records above, which one has the highest HOMO-LUMO gap?
A: C23H68N4O9